# C33H53F5O10

A cluster of 4 separate species, C33H53F5O10 in total (ωB97M-V with the def2-TZVPD basis set, OMol25).

Last column: Mulliken charge in e.
Positions of all 101 atoms, in Å:
F  1.5982  2.0334  -1.9856  -0.3755
F  1.7585  0.0061  -1.1813  -0.0645
F  -1.6524  -3.0750  -2.2313  -0.2606
F  -3.5790  -2.4044  -2.9349  -0.3184
F  -3.1514  -2.4267  -0.8174  -0.2830
O  0.9195  7.7684  4.9704  -0.4518
O  -4.6263  -4.5127  -7.6987  -0.4343
O  -0.3584  -4.7515  3.4839  -0.4231
O  -0.2569  -1.1790  1.6762  -0.5817
O  4.4620  0.4334  -1.0792  -0.1259
O  1.8094  5.1387  1.1244  -0.5458
O  2.6874  4.0720  -0.6336  -0.4268
O  -0.0755  0.9340  0.9240  -0.3955
O  1.7614  -0.2024  1.4510  -0.4563
O  6.4944  -0.0116  -1.8913  -0.5897
C  -2.0999  -6.4367  3.9257  -1.1103
C  3.6491  1.3796  1.0010  -0.8455
C  1.0246  1.1394  -1.1342  0.9338
C  -5.3820  -5.6716  -7.4001  -0.3039
C  1.7680  4.2239  0.3569  0.5226
C  5.3597  -0.3611  -1.7497  0.3661
C  0.4122  -0.2452  1.3845  0.2039
C  4.4544  0.2628  0.3415  -1.0085
C  2.1480  1.1800  1.3169  1.7527
C  1.9306  1.8404  2.7118  -1.6495
C  -2.6170  -2.1630  -2.0244  1.0748
C  -1.6829  -4.9751  3.9258  -0.2569
C  -0.1772  8.5743  4.5859  -0.3065
C  -2.9125  0.2485  -2.6031  -0.8232
C  2.4539  0.9716  3.8625  -0.5250
C  -1.1631  1.8348  -2.1694  -0.8443
C  4.7980  -1.6195  -2.3572  -0.2838
C  -1.0665  7.9448  3.5259  -0.9698
C  -3.3447  -4.4681  -5.5917  -0.6829
C  2.5098  8.6494  3.3051  -1.1571
C  -6.6968  -5.3903  -6.6922  -1.0254
C  1.3855  0.0976  4.5354  -1.2420
C  0.6869  3.1609  0.4867  -2.1571
C  1.0467  1.6848  0.3421  1.4597
C  -2.1004  -0.7569  -2.1021  -0.2370
C  1.8340  7.4440  3.9359  -0.0690
C  -0.8265  -0.4812  -1.6310  0.2597
C  -0.0741  -5.1624  2.1582  -0.6432
C  -0.9226  -4.4796  1.0990  -0.7433
C  -2.4362  1.5518  -2.6405  -1.0838
C  3.9750  -2.4995  -1.4195  -0.8889
C  -0.3577  0.8224  -1.6578  -0.2410
C  -4.2278  -3.7337  -6.5853  -0.3865
H  -6.5449  -4.9842  -5.6912  0.2551
H  -3.0892  -6.5409  4.3726  0.4098
H  -1.3922  -7.0354  4.5009  0.2772
H  1.3492  6.8328  3.1685  0.1463
H  2.5852  6.8123  4.4107  0.3359
H  -0.7499  8.7274  5.5010  0.3422
H  3.0890  -1.9935  -1.0460  -0.0114
H  5.4901  0.3558  0.6787  0.6593
H  0.2892  3.3111  1.4832  0.3361
H  1.3447  -0.8913  4.0776  0.2311
H  -0.5761  -4.7668  0.1045  0.4784
H  -1.9746  -4.7609  1.1718  0.3391
H  -7.2903  -4.6733  -7.2610  0.2856
H  4.5697  -2.8593  -0.5804  0.3700
H  -5.1038  -3.3139  -6.0764  0.2814
H  -2.1479  -6.8486  2.9168  0.2669
H  0.1651  9.5626  4.2573  0.2841
H  2.8509  1.6567  4.6131  0.4538
H  1.5936  -0.0270  5.5943  0.4236
H  -4.7829  -6.3843  -6.8217  0.2785
H  4.1949  -1.3464  -3.2250  0.2984
H  -3.8759  -5.2805  -5.0933  0.2713
H  -1.7090  -4.5868  4.9444  0.3906
H  -7.2683  -6.3134  -6.5901  0.3878
H  1.8028  9.2785  2.7620  0.2878
H  -1.4014  6.9578  3.8482  0.2678
H  2.4453  2.8025  2.7048  0.5455
H  -2.3903  -4.3766  3.3403  0.2416
H  3.2682  8.3176  2.5957  0.3957
H  2.9882  9.2637  4.0693  0.3147
H  0.3898  0.5224  4.4052  0.2592
H  3.6364  -3.3812  -1.9632  0.3969
H  3.2851  0.3476  3.5344  0.3105
H  -2.9987  -3.7807  -4.8249  0.0551
H  -5.5779  -6.1358  -8.3668  0.3424
H  -3.0434  2.3534  -3.0356  0.4148
H  -0.2080  -1.2791  -1.2443  0.6254
H  4.0969  -0.7222  0.6384  0.4313
H  3.7915  2.2723  0.3951  0.1621
H  0.8793  2.0577  2.8892  0.6664
H  -2.4766  -4.8951  -6.0963  0.3266
H  2.5738  4.7471  -1.3132  0.3499
H  -1.9421  8.5719  3.3545  0.3930
H  -0.5485  7.8298  2.5726  0.2134
H  5.6583  -2.1774  -2.7232  0.3294
H  4.1368  1.5585  1.9571  0.6773
H  -0.8541  -3.3967  1.1995  0.1444
H  -3.6797  -2.8934  -7.0124  0.3420
H  -0.1127  3.4025  -0.2157  0.6221
H  -0.7918  2.8492  -2.2161  0.5471
H  -0.1525  -6.2529  2.0690  0.3542
H  -3.9072  0.0251  -2.9610  0.4968
H  0.9760  -4.9089  2.0079  0.3392

**HOMO energy**: -9.37 eV
**Charge**: 0
**SMILES**: CCC[C@@]1(CCOC(=O)CC)OC(=O)O[C@]1(CC(=O)O)C(F)(F)c1cccc(C(F)(F)F)c1.CCOCC.CCOCC.CCOCC
**E_LUMO**: 0.09 eV
**Gap between HOMO and LUMO**: 0.348 Eh

---

# C33H53FNO16S

A cluster of 8 separate species, C33H53FNO16S in total at a distorted geometry (ωB97M-V with the def2-TZVPD basis set, OMol25).

Last column: Mulliken charge in e.
Positions of all 105 atoms, in Å:
S  3.3842  -6.1236  2.4631  1.3503
F  3.2186  -5.0006  3.5284  -0.2570
O  1.1724  4.3136  -1.2751  -0.5816
O  -2.2926  0.8885  1.3493  -0.6704
O  -8.3950  4.9655  0.6136  -0.2951
O  -3.1150  -3.3615  1.6090  -0.3724
O  -3.5601  4.0339  -1.0563  -0.2495
O  -4.5886  2.4437  -2.2606  -0.6134
O  5.9302  5.4240  -0.5195  -0.3089
O  -7.9260  7.1163  0.1647  -0.5654
O  1.4843  3.0592  -3.1184  -0.3293
O  4.6987  -6.0798  1.9291  -0.5045
O  5.3779  6.0910  -2.5841  -0.5703
O  9.6789  -6.9392  1.5030  -0.3649
O  10.7855  -8.7987  0.9235  -0.5466
O  2.9318  -7.3273  3.0807  -0.6407
O  -2.0775  0.0191  -0.6965  -0.3495
O  -3.3994  -5.2964  0.5737  -0.6342
N  -0.4424  -6.1101  2.1178  -0.0202
C  1.9182  3.8029  -2.0593  0.4177
C  -4.6584  3.4296  -1.5817  0.3321
C  1.2712  -4.4962  1.5557  -1.4235
C  8.0478  6.4261  -0.2896  -0.4808
C  -1.9255  1.0159  0.2119  0.5376
C  -9.5673  4.1274  0.5806  -0.4525
C  8.3591  -8.8553  1.1562  -0.4604
C  -4.6582  -1.9794  0.5121  -0.1312
C  -0.1804  -4.8751  1.3182  -0.3983
C  3.4318  3.8261  -2.0286  -0.0224
C  7.3198  7.0606  -1.4736  -0.5335
C  -1.3979  1.9172  -1.9119  0.4706
C  -10.7468  5.0735  0.7566  -0.5035
C  -3.7754  -4.1658  0.7665  0.6330
C  -8.7334  6.2445  0.2896  0.5163
C  -1.4561  0.4008  -1.9477  -0.6648
C  1.4724  -6.9452  0.7270  -1.0666
C  9.7525  -8.2506  1.1562  0.4521
C  2.6173  2.4860  -3.8000  -0.4627
C  6.8965  5.7955  0.4827  -0.4676
C  8.3255  -6.5824  1.8236  -0.4114
C  -4.9780  -3.4478  0.2004  -0.6196
C  -3.8022  -2.0942  1.7660  -0.4193
C  -10.2318  6.3442  0.0866  -0.4920
C  0.2163  -7.3170  1.5222  -0.7783
C  3.8008  3.3702  -3.4337  -0.5920
C  6.1126  6.1599  -1.6402  0.5856
C  2.2178  -5.6692  1.1706  0.1464
C  -5.9144  4.1562  -1.1435  -0.1912
C  7.4610  -7.6200  1.1209  -0.2067
C  -3.9764  5.1187  -0.1930  -0.6204
C  -5.3736  5.4929  -0.6581  -0.4243
C  -1.2301  2.1937  -0.4254  -0.1823
H  -5.5339  -1.3510  0.6522  0.4204
H  -11.6711  4.6870  0.3333  0.3258
H  6.4922  -7.7573  1.5915  0.1456
H  -3.2674  5.9366  -0.2911  0.3767
H  3.8008  4.8217  -1.8134  0.0900
H  8.2258  -9.5033  0.2951  0.3092
H  -0.4859  -7.8771  0.9148  0.3545
H  1.5112  -3.6001  0.9928  0.4149
H  1.2322  -6.8242  -0.3273  0.5006
H  -9.5893  3.6066  -0.3793  0.2661
H  -1.6971  3.1213  -0.1245  0.0827
H  8.6286  7.1266  0.3059  0.3306
H  4.7565  2.8541  -3.4998  0.4017
H  0.5154  -7.9395  2.3615  0.4730
H  3.7745  3.1228  -1.2667  0.2075
H  2.1176  -7.8175  0.7896  0.3998
H  2.4129  2.4787  -4.8680  0.3500
H  -6.6070  4.2540  -1.9750  0.3763
H  7.1890  4.9057  1.0341  0.3071
H  -2.3403  2.3233  -2.2575  -0.1743
H  8.2071  -6.6114  2.9092  0.2592
H  2.7824  -5.3359  0.3062  0.4545
H  -5.0770  -3.6475  -0.8627  0.3374
H  -1.4531  -6.2140  2.2403  0.3981
H  -4.0641  -1.5534  -0.2963  -0.0068
H  -3.9600  4.7565  0.8372  0.2917
H  8.7234  5.6484  -0.6478  0.2675
H  8.2332  -9.4303  2.0745  0.2752
H  7.2933  -7.3201  0.0848  0.2529
H  3.8407  4.2342  -4.0968  0.2616
H  -0.4633  -0.0575  -1.9880  0.2456
H  1.3527  -4.2330  2.6105  0.5162
H  -5.9760  5.9560  0.1132  0.2908
H  -0.1789  2.1914  -0.1296  0.2443
H  -2.0533  0.0163  -2.7713  0.3567
H  -4.3956  -2.1371  2.6809  0.2719
H  -0.3819  -5.0480  0.2652  0.3120
H  8.1386  -5.5683  1.4786  0.3037
H  -3.0761  -1.2914  1.8492  0.2480
H  -10.6166  7.2516  0.5420  0.3286
H  -10.9151  5.2605  1.8178  0.2678
H  -9.4938  3.3928  1.3788  0.3324
H  -5.8676  -3.7996  0.7257  0.2690
H  0.0008  -5.9524  3.0224  0.4294
H  -5.3067  6.1902  -1.4945  0.2646
H  6.9681  8.0685  -1.2493  0.2728
H  -0.6046  2.3404  -2.5212  0.1587
H  2.7413  1.4559  -3.4554  0.2362
H  6.4228  6.4972  1.1715  0.2727
H  7.9143  7.0725  -2.3822  0.3178
H  -6.3795  3.5946  -0.3329  0.1205
H  -0.8674  -4.1122  1.6748  0.3668
H  -10.4333  6.3549  -0.9856  0.2620

**HOMO energy**: -11.40 eV
**Charge**: +1
**E_LUMO**: -2.63 eV
**Gap between HOMO and LUMO**: 0.323 Eh

---

# C33H54BIO19

A cluster of 7 separate species, C33H54BIO19 in total at a distorted geometry (ωB97M-V with the def2-TZVPD basis set, OMol25).

Last column: Mulliken charge in e.
Positions of all 108 atoms, in Å:
I  -2.1218  -1.2471  3.0055  -0.2350
O  1.2997  0.0693  6.6668  -0.4958
O  0.0812  -3.6091  -6.6688  -0.3239
O  0.7136  0.4472  -3.1988  -0.3635
O  0.6990  0.2260  -9.8710  -0.5509
O  1.4495  -1.8298  5.4749  -0.1348
O  -0.5650  1.7318  -8.7717  -0.3274
O  -7.7501  2.2053  6.3896  -0.3849
O  4.8642  -1.2869  2.6012  -0.1339
O  0.3422  -0.6569  -1.3001  -0.1827
O  -2.6814  2.9427  2.0708  -0.5009
O  -1.5360  0.2453  -10.1113  -0.3214
O  3.9914  -3.3344  2.9537  -0.5086
O  1.8950  -1.8720  7.6538  -0.3899
O  -6.3110  1.3067  7.8343  -0.3667
O  -8.4627  1.5936  8.4392  -0.5178
O  -1.1245  -2.6129  -8.2507  -0.3112
O  -2.0587  -3.0517  -6.2518  -0.6143
O  1.7164  1.1304  -1.3021  -0.5269
O  6.2132  -2.9867  3.0943  -0.3351
C  0.0029  -0.7536  -3.5665  0.5794
C  1.6703  0.6995  3.4451  0.5277
C  -1.6971  1.7302  4.0465  -0.4320
C  2.0324  -3.1210  5.7318  0.6249
C  1.7994  2.1792  3.8778  -0.5787
C  1.3805  -4.1875  4.8919  -1.5252
C  -0.6288  -1.1291  -2.2472  -0.5794
C  0.2443  -2.6047  -8.7210  0.6203
C  -1.9302  2.1499  -8.9252  -0.5330
C  7.0565  -1.9045  2.6737  -0.6101
C  3.1306  2.7896  3.4607  -0.5859
C  1.1671  0.4510  2.0280  -0.6803
C  -6.4429  2.3798  5.8140  0.5393
C  -1.1265  -3.0915  -6.9907  0.6418
C  4.9279  -2.6079  2.8849  0.4937
C  6.1554  -0.7075  2.8724  0.5617
C  -0.3634  0.6943  -9.6125  0.6668
C  1.5227  -1.0966  6.6076  0.5546
C  -0.2580  0.9845  1.7242  -0.1743
C  0.9961  0.3818  -1.8776  0.5865
C  -2.5627  2.8619  3.4649  0.3795
C  -2.6043  0.8721  -9.3724  0.6858
C  0.8443  -3.7100  -7.8857  -0.3889
C  -1.8999  3.9346  2.7364  -0.7048
C  -5.6532  1.3286  6.5609  -0.3113
C  -6.4773  2.2054  4.3177  -1.2286
C  1.8073  -3.2402  7.2229  -0.4804
C  6.4309  0.4711  1.9728  -1.1811
C  -7.5971  1.6920  7.6366  0.5704
C  0.3125  -2.8360  -10.2085  -1.5930
C  -0.9705  -0.4982  -4.6855  -1.3469
C  3.1540  3.0432  1.9238  -0.9280
C  -3.8257  1.0613  -10.2344  -1.5430
B  -1.2544  0.7514  2.8978  -0.3162
H  1.5390  -3.9853  3.8334  0.3282
H  7.9600  -1.8727  3.2772  0.3219
H  -0.1804  -3.7745  -10.4705  0.4406
H  -1.9683  2.9319  -9.6870  0.3104
H  3.0986  -3.0564  5.4987  0.0784
H  -4.6015  1.5784  6.6806  0.1965
H  3.9650  2.1565  3.7638  0.3264
H  3.4807  4.0614  1.7183  0.4655
H  -6.8851  1.2303  4.0491  0.3629
H  -2.3780  1.2437  4.7424  0.1606
H  1.9032  -3.5733  -7.6836  0.3181
H  -4.2105  0.0986  -10.5686  0.3724
H  -0.8653  2.1881  4.5735  0.2541
H  6.3656  0.1907  0.9206  0.3519
H  -2.8350  0.2296  -8.5183  0.1867
H  -5.7417  0.3390  6.1063  0.3136
H  1.1301  -0.6308  1.8846  0.4988
H  -0.4428  -0.1704  -5.5837  0.2935
H  0.6763  -1.6382  -8.4656  0.2351
H  0.6807  -4.7007  -8.3154  0.3067
H  1.0968  0.1397  4.1775  -0.1571
H  -0.8455  3.8521  2.5206  0.0562
H  -0.1985  -2.0392  -10.7423  0.2786
H  0.7449  -1.4977  -3.8693  0.2099
H  -2.3157  2.5390  -7.9866  0.3180
H  2.5560  -3.8454  7.7274  0.3126
H  1.8407  0.8262  1.2667  0.1310
H  2.6864  0.2966  3.4955  0.2226
H  0.8105  -3.6156  7.4663  0.3026
H  -1.5286  -1.4075  -4.9194  0.2799
H  3.2996  3.7555  3.9365  0.4373
H  -0.6253  0.4067  0.8755  0.1293
H  -2.3656  4.9102  2.7012  0.3519
H  -0.7817  -2.1989  -2.1324  0.3612
H  -3.5829  1.6428  -11.1248  0.3597
H  -1.6702  0.2949  -4.4150  0.4095
H  -6.0981  3.3849  6.0741  0.2749
H  -7.1159  2.9580  3.8561  0.3566
H  7.4207  0.8849  2.1649  0.4214
H  5.6847  1.2481  2.1357  0.0345
H  1.3476  -2.8706  -10.5461  0.3639
H  -1.5709  -0.6059  -2.0666  0.3156
H  1.6648  2.2089  4.9593  0.2915
H  3.8574  2.3930  1.4106  0.0797
H  6.1568  -0.3878  3.9185  0.2481
H  2.1515  2.9281  1.5317  0.1997
H  7.3236  -2.0567  1.6254  0.3315
H  -0.2298  2.0182  1.3824  0.1253
H  -3.4270  3.1379  4.0626  0.6093
H  1.7994  -5.1660  5.1262  0.3889
H  1.0087  2.7755  3.4257  -0.0032
H  0.3033  -4.2088  5.0656  0.4018
H  -4.6089  1.5747  -9.6774  0.3884
H  -5.4771  2.2946  3.8954  0.2603

**HOMO energy**: -9.05 eV
**Charge**: 0
**SMILES**: CCCCCCB(I)C[C@H]1CO1.C[C@@H]1COC(=O)O1.C[C@@H]1COC(=O)O1.C[C@@H]1COC(=O)O1.C[C@@H]1COC(=O)O1.C[C@@H]1COC(=O)O1.C[C@@H]1COC(=O)O1
**E_LUMO**: 0.50 eV
**Gap between HOMO and LUMO**: 0.351 Eh